Record 1
Here is C24H68N6O7 as an isolated structure at a distorted geometry from the Open Molecules 2025 dataset. Energies are from the ωB97M-V functional and the def2-TZVPD basis.

CARTESIAN COORDINATES (ANGSTROEM)
O 0.13 -0.50 -0.35
H 0.18 0.30 -0.92
H -0.25 -0.19 0.49
C 1.10 1.46 3.03
C 0.30 0.20 3.23
C 0.08 -0.06 4.70
O 1.26 -0.57 5.33
C 1.18 -0.48 6.72
N -0.91 0.20 2.40
H 0.58 2.35 3.40
H 1.30 1.64 1.97
H 2.02 1.41 3.61
H 0.89 -0.63 2.84
H -0.65 -0.85 4.92
H -0.24 0.86 5.20
H 0.92 0.54 7.04
H 2.02 -0.88 7.29
H 0.41 -1.16 7.12
H -1.26 -0.75 2.47
H -1.66 0.74 2.85
C 2.53 -3.52 3.11
C 3.70 -2.69 3.65
C 3.84 -1.39 2.85
O 3.85 -1.78 1.47
C 4.01 -0.67 0.62
N 3.54 -2.40 5.07
H 2.34 -4.37 3.77
H 2.76 -3.96 2.14
H 1.62 -2.93 3.28
H 4.59 -3.32 3.57
H 4.78 -0.86 3.03
H 2.99 -0.74 3.05
H 3.95 -0.91 -0.45
H 4.93 -0.11 0.78
H 3.14 0.01 0.68
H 4.30 -1.84 5.44
H 2.77 -1.74 5.18
C -1.00 1.90 -3.64
C 0.33 2.29 -3.05
C 0.65 3.75 -3.35
O 0.84 4.03 -4.71
C 1.21 5.37 -4.97
N 0.27 1.97 -1.62
H -1.79 2.57 -3.29
H -1.29 0.87 -3.43
H -0.99 1.97 -4.73
H 1.16 1.68 -3.42
H 1.61 3.99 -2.88
H -0.21 4.33 -2.98
H 2.10 5.59 -4.38
H 0.39 6.07 -4.77
H 1.37 5.47 -6.04
H -0.47 2.55 -1.25
H 1.13 2.29 -1.18
C -4.27 1.78 0.55
C -3.11 2.73 0.83
C -3.11 3.31 2.24
O -3.21 2.31 3.26
C -2.81 2.88 4.51
N -1.80 2.20 0.41
H -4.16 0.83 1.08
H -4.47 1.59 -0.50
H -5.18 2.24 0.96
H -3.27 3.56 0.13
H -3.94 4.01 2.34
H -2.26 3.99 2.36
H -3.66 3.48 4.83
H -1.84 3.36 4.48
H -2.79 2.05 5.21
H -1.41 1.51 1.08
H -1.93 1.58 -0.38
C -4.07 -1.40 -1.61
C -2.71 -0.92 -2.11
C -2.80 0.18 -3.17
O -3.56 -0.22 -4.31
C -2.92 -1.25 -5.05
N -1.92 -0.53 -0.95
H -4.66 -1.85 -2.41
H -4.68 -0.60 -1.18
H -3.98 -2.20 -0.87
H -2.24 -1.81 -2.54
H -1.79 0.45 -3.49
H -3.25 1.12 -2.83
H -3.21 -1.20 -6.10
H -3.00 -2.26 -4.66
H -1.86 -1.00 -5.14
H -0.93 -0.57 -1.18
H -2.07 -1.19 -0.21
C 3.06 -4.39 -1.91
C 2.40 -3.03 -1.83
C 1.28 -2.88 -2.89
O 1.67 -3.40 -4.16
C 0.71 -3.13 -5.16
N 1.84 -2.84 -0.51
H 2.30 -5.15 -1.71
H 3.85 -4.36 -1.15
H 3.51 -4.56 -2.89
H 3.19 -2.28 -2.03
H 0.86 -1.87 -2.96
H 0.45 -3.49 -2.53
H 0.75 -2.08 -5.46
H -0.30 -3.46 -4.90
H 1.03 -3.61 -6.09
H 2.56 -2.75 0.20
H 1.36 -1.94 -0.47

highest occupied orbital energy = -8.3 eV
energy above the lowest of the compared OMol25 structures with the same formula, charge and spin = 177.3 kcal/mol
total energy = -49254.0994 eV

Record 2
Here is C28H25BrN4O3PdS2 as an isolated structure from the Open Molecules 2025 dataset. Energies are from the ωB97M-V functional and the def2-TZVPD basis.

CARTESIAN COORDINATES (ANGSTROEM)
Pd -0.30 -0.07 -0.90
N 2.89 2.52 -2.13
C 1.79 1.87 -1.70
S 1.85 0.14 -1.66
N 0.77 2.61 -1.38
N -0.31 1.88 -0.99
C -1.37 2.47 -0.56
C -1.45 3.94 -0.38
C -2.28 4.72 -1.18
C -2.36 6.09 -0.97
C -1.62 6.68 0.04
C -0.79 5.90 0.84
C -0.70 4.53 0.63
C -2.46 1.60 -0.16
C -3.63 2.06 0.41
C -4.58 1.14 0.83
C -4.33 -0.21 0.67
C -3.13 -0.60 0.09
N -2.24 0.29 -0.32
H 3.76 2.02 -2.19
H 2.93 3.52 -1.98
H -2.86 4.25 -1.97
H -3.00 6.69 -1.60
H -1.68 7.75 0.21
H -0.21 6.36 1.64
H -0.07 3.91 1.25
H -3.77 3.12 0.55
H -5.50 1.48 1.29
H -5.04 -0.96 1.00
H -2.86 -1.63 -0.04
C 3.60 -4.53 -5.51
C 2.85 -4.17 -4.25
C 1.53 -3.73 -4.30
C 0.85 -3.37 -3.15
C 1.50 -3.46 -1.93
C 2.82 -3.87 -1.85
C 3.48 -4.24 -3.01
S 0.68 -2.96 -0.42
C -0.08 -4.53 0.00
O -0.54 -2.17 -0.89
H 2.91 -4.73 -6.33
H 4.22 -5.41 -5.36
H 4.25 -3.71 -5.81
H 1.03 -3.65 -5.26
H -0.16 -2.99 -3.18
H 3.33 -3.90 -0.89
H 4.51 -4.57 -2.95
H -0.72 -4.83 -0.82
H -0.64 -4.37 0.92
H 0.72 -5.25 0.17
Br 1.09 -0.73 8.34
C 0.77 -0.49 6.48
C 1.21 -1.46 5.59
C 0.97 -1.27 4.24
C 0.30 -0.14 3.77
C -0.12 0.81 4.69
C 0.11 0.65 6.05
C 0.04 0.04 2.29
O -0.53 1.11 1.94
O 0.43 -0.89 1.54
H 1.72 -2.33 5.95
H 1.30 -2.00 3.51
H -0.63 1.69 4.31
H -0.22 1.39 6.76

highest occupied orbital energy = -7.6 eV
energy above the lowest of the compared OMol25 structures with the same formula, charge and spin = 8.7 kcal/mol
total energy = -136738.1916 eV

Record 3
Here is a 2-piece molecular cluster, C3H10N3 overall at a distorted geometry from the Open Molecules 2025 dataset. Energies are from the ωB97M-V functional and the def2-TZVPD basis.

CARTESIAN COORDINATES (ANGSTROEM)
C -2.07 -0.18 -0.16
C 2.62 -0.22 -0.07
C 1.20 -0.13 0.49
N -1.48 0.88 0.21
N -3.37 -0.36 0.07
N 0.46 0.88 -0.23
H -1.57 -1.00 -0.68
H 2.61 -0.48 -1.13
H 3.15 0.72 0.05
H 3.16 -1.00 0.47
H 1.22 0.13 1.55
H 0.71 -1.09 0.37
H -3.85 -1.16 -0.29
H -3.89 0.37 0.53
H 0.61 1.84 0.07
H 0.47 0.78 -1.24

highest occupied orbital energy = -14.6 eV
energy above the lowest of the compared OMol25 structures with the same formula, charge and spin = 81.1 kcal/mol
total charge = +1
total energy = -7734.7456 eV

Record 4
Here is a 2-piece molecular cluster, C9H14 overall at a distorted geometry from the Open Molecules 2025 dataset. Energies are from the ωB97M-V functional and the def2-TZVPD basis.

CARTESIAN COORDINATES (ANGSTROEM)
C 2.12 -0.37 -0.03
C 2.87 -1.48 0.78
H 3.08 0.11 -0.64
H 1.30 -0.73 -0.65
H 1.72 0.50 0.47
H 2.31 -2.55 0.79
H 2.99 -1.35 1.97
H 3.79 -1.91 0.47
C -1.19 -0.23 1.87
C -1.15 2.07 -1.21
C -1.19 1.70 0.23
C -1.37 1.10 -2.26
C -1.44 0.38 0.52
C -1.82 -0.13 -1.86
C -1.84 -0.44 -0.51
H -0.68 2.97 -1.55
H -0.97 2.54 1.07
H -1.36 1.21 -3.33
H -1.85 -1.03 -2.51
H -1.32 0.61 2.57
H -0.11 -0.56 1.94
H -1.95 -1.42 -0.22
H -1.94 -0.99 2.09

SMILES = Cc1ccccc1.CC
highest occupied orbital energy = -9.0 eV
energy above the lowest of the compared OMol25 structures with the same formula, charge and spin = 55.3 kcal/mol
total energy = -9557.7841 eV

Record 5
Here is a 2-piece molecular cluster, C4H11N3O overall at a distorted geometry from the Open Molecules 2025 dataset. Energies are from the ωB97M-V functional and the def2-TZVPD basis.

CARTESIAN COORDINATES (ANGSTROEM)
C 0.18 1.69 1.32
C 1.35 1.67 0.33
N -0.44 0.37 1.37
N -1.63 0.24 1.11
H -2.11 1.16 0.93
H -0.56 2.46 1.05
H 0.55 1.90 2.33
H 1.00 1.43 -0.67
H 2.08 0.92 0.63
H 1.83 2.65 0.31
C 0.69 -2.16 -0.58
C -0.19 -1.32 -1.40
O -1.81 -1.58 -1.15
N -0.21 -0.41 -2.22
H -2.02 -1.41 -0.22
H -1.44 -0.52 -2.04
H 0.44 -3.21 -0.72
H 0.56 -1.91 0.48
H 1.72 -1.97 -0.87

SMILES = [H]/N=C(/C)O.[H]/N=N\CC
highest occupied orbital energy = -9.5 eV
energy above the lowest of the compared OMol25 structures with the same formula, charge and spin = 109.9 kcal/mol
total energy = -10840.4454 eV

Record 6
Here is a 2-piece molecular cluster, C15H30BF2O9P2 overall at a distorted geometry from the Open Molecules 2025 dataset. Energies are from the ωB97M-V functional and the def2-TZVPD basis.

CARTESIAN COORDINATES (ANGSTROEM)
C 2.25 2.39 1.42
C 1.24 2.97 1.69
C -0.13 3.30 2.07
C -1.10 2.49 1.18
C -1.01 1.00 1.47
B -1.96 0.07 0.50
O -3.30 0.60 0.56
C -4.27 -0.12 -0.16
C -5.15 -0.97 0.78
C -5.11 -2.44 0.38
O -6.50 -0.47 0.74
O -1.43 -0.13 -0.86
C -0.57 -1.22 -0.92
C 0.85 -0.66 -1.14
C 1.95 -1.69 -1.31
C 3.34 -1.05 -1.52
F 3.28 0.31 -1.84
C -0.81 -1.97 0.45
F 0.41 -1.84 1.22
P -1.18 -3.80 0.26
P -0.19 -4.87 1.87
O -1.07 -5.85 2.50
O 1.10 -5.60 1.21
O 0.38 -3.86 2.98
O -1.84 -1.38 1.03
H 3.09 1.82 1.11
H -0.28 4.38 1.97
H -0.29 3.02 3.11
H -0.77 2.68 0.16
H -2.12 2.85 1.33
H -1.27 0.80 2.51
H 0.02 0.70 1.28
H -3.82 -0.79 -0.89
H -4.91 0.58 -0.71
H -4.75 -0.83 1.78
H -5.22 -2.53 -0.69
H -4.17 -2.87 0.69
H -5.94 -2.98 0.85
H -6.97 -0.91 1.45
H -0.81 -1.85 -1.78
H 1.05 0.05 -0.35
H 0.79 -0.08 -2.06
H 2.05 -2.31 -0.42
H 1.72 -2.37 -2.13
H 3.86 -1.57 -2.32
H 3.93 -1.14 -0.61
H -0.39 -4.16 -0.86
H 1.64 -4.96 0.73
H 1.21 -3.44 2.69
C 5.08 4.23 -2.55
C 4.15 4.18 -1.36
O 2.96 3.47 -1.69
O 4.44 4.83 -3.66
H 5.98 4.81 -2.32
H 5.38 3.21 -2.82
H 3.83 5.19 -1.09
H 4.63 3.72 -0.49
H 3.19 2.54 -1.78
H 3.53 4.52 -3.63

highest occupied orbital energy = -5.6 eV
total charge = -1
total energy = -59162.4711 eV